1.
A 26-piece molecular cluster, C9H68NO26 overall, computed with wB97M-V/def2-TZVPD.

Its total energy is -65158.383 eV. As for the HOMO-LUMO gap: 3.53 eV. The calculation puts the molar mass at 606.6 Da.

Geometry as ORCA input:
```
! wB97M-V def2-TZVPD RIJCOSX def2/J DEFGRID3
* xyz -1 1
C -0.0256 -2.7477 1.7865
C 0.2080 -1.2543 1.4086
C 1.5241 -1.3551 0.5961
C 2.0042 -0.1155 -0.1111
C 0.7968 0.3724 -1.0333
C -0.5528 0.5507 -0.2976
N -0.8048 -0.7276 0.4544
O -2.1088 -0.7981 0.9555
C -1.6274 0.6377 -1.5240
C -0.4617 1.8579 0.5322
C 0.4987 -0.4810 2.6506
H -0.7210 -2.8148 2.6231
H 0.8280 -3.3420 2.1124
H -0.5449 -3.3472 1.0388
H 1.4552 -2.2015 -0.0872
H 2.4173 -1.6452 1.1493
H 2.7968 -0.2563 -0.8459
H 2.3833 0.7017 0.5026
H 0.6747 -0.4514 -1.7366
H 1.0733 1.2501 -1.6175
H -1.5123 1.5319 -2.1367
H -2.6426 0.6478 -1.1271
H -1.5213 -0.1575 -2.2618
H -1.3083 2.5437 0.4995
H 0.3032 2.5539 0.1879
H -0.2839 1.5408 1.5598
H 0.6667 -1.2240 3.4302
H -0.2361 0.1766 3.1151
H 1.4617 0.0291 2.6269
O 5.5982 -4.2518 -2.8012
H 5.8183 -3.3942 -3.1649
H 6.4364 -4.6118 -2.5114
O 4.3315 0.1979 7.6785
H 3.4468 0.3664 8.0028
H 4.8411 0.9551 7.9667
O -0.3254 0.7075 8.5510
H -0.4360 -0.1409 8.1219
H -1.1899 1.1155 8.5026
O 0.9604 4.4395 -6.2331
H 0.4989 4.4527 -5.3946
H 0.3099 4.7355 -6.8698
O -4.3677 7.5945 2.6590
H -3.9486 6.9340 3.2107
H -5.0707 7.9502 3.2026
O -4.9456 -5.0593 2.4519
H -4.4819 -5.7817 2.8753
H -4.3472 -4.3156 2.5228
O 6.4518 -0.1878 3.7819
H 6.6667 0.5954 4.2884
H 5.4994 -0.2602 3.8445
O 5.1395 3.9530 -4.6665
H 4.2984 3.8983 -5.1201
H 5.7798 4.0929 -5.3642
O -0.3041 -4.1053 -4.3002
H -0.0602 -3.7104 -3.4631
H 0.5218 -4.4227 -4.6655
O -4.2311 1.7380 4.0820
H -3.7848 2.5767 4.1983
H -3.7063 1.2755 3.4286
O -4.6452 -3.1792 -2.1075
H -4.0669 -3.7355 -2.6294
H -4.0522 -2.6510 -1.5731
O -3.5032 -2.4575 -6.4495
H -2.7227 -2.9101 -6.1298
H -3.9899 -2.2297 -5.6573
O 2.9912 -1.7662 -6.3465
H 2.9725 -2.7176 -6.2423
H 3.7114 -1.4775 -5.7860
O -0.6902 0.2361 -8.2325
H -0.0333 -0.1798 -7.6741
H -1.5225 -0.1380 -7.9434
O -7.8679 -0.5753 2.1701
H -8.3619 0.1712 1.8311
H -7.0824 -0.1878 2.5563
O 7.9248 -2.4710 0.6156
H 8.4407 -1.6657 0.6550
H 7.5123 -2.5342 1.4771
O -7.8713 2.7160 -5.2537
H -7.9103 2.8962 -6.1930
H -6.9420 2.7835 -5.0347
O -1.8129 4.7824 4.9384
H -1.9616 4.7012 5.8805
H -0.8999 5.0598 4.8626
O 0.3707 -4.0653 8.0929
H 0.7186 -4.9303 7.8761
H -0.4783 -4.0308 7.6522
O -0.9800 6.3569 -2.3984
H -0.7684 6.7910 -1.5720
H -0.8056 5.4302 -2.2342
O 6.4237 -0.7347 -4.1367
H 7.2316 -0.6086 -4.6343
H 6.4238 -0.0246 -3.4950
O -3.1624 -7.3934 -1.7104
H -3.0535 -7.6801 -0.8037
H -2.4203 -7.7801 -2.1752
O -1.1371 8.8843 0.8225
H -1.9777 8.4703 1.0179
H -1.2122 9.7650 1.1900
O -1.9677 -8.4041 2.5107
H -1.8717 -7.9231 3.3327
H -1.0731 -8.6391 2.2643
O 3.7467 5.3797 -0.8871
H 4.1201 4.8770 -1.6110
H 4.1156 4.9778 -0.1005
*
```



2.
An isolated ion of composition C9H6Cl2NO2 and charge -1, computed with wB97M-V/def2-TZVPD.

Its total energy is -40061.838 eV. As for the HOMO-LUMO gap: 8.54 eV. As for the structure (SMILES): O=C([O-])N1Cc2ccccc2C1(Cl)Cl. The calculation puts the molar mass at 231.1 Da.

Geometry as ORCA input:
```
! wB97M-V def2-TZVPD RIJCOSX def2/J DEFGRID3
* xyz -1 1
O -5.0677 -0.8026 -1.0153
C -4.2625 -1.4271 -0.3614
O -4.2437 -2.4510 0.2855
N -2.8470 -0.7942 -0.2184
C -1.6552 -1.4240 0.4937
C -0.5740 -0.4161 0.2180
C 0.7823 -0.5937 0.3822
C 1.5823 0.5460 0.0746
C 1.0641 1.7466 -0.3748
C -0.3788 1.8859 -0.5315
C -1.1484 0.8112 -0.1635
C -2.5771 0.5379 -0.2351
Cl -2.9860 1.4038 1.6960
Cl -3.5835 1.5911 -1.1689
H -1.4245 -2.5141 0.1892
H -1.9032 -1.3735 1.6430
H 1.1135 -1.6465 0.6423
H 2.6062 0.7264 0.4333
H 1.7239 2.6039 -0.3213
H -0.9607 2.8118 -0.7756
*
```



3.
C9H6Cl2OS as an isolated structure, computed with wB97M-V/def2-TZVPD.

Its total energy is -47354.822 eV. As for the HOMO-LUMO gap: 8.74 eV. The calculation puts the molar mass at 233.1 Da.

Geometry as ORCA input:
```
! wB97M-V def2-TZVPD RIJCOSX def2/J DEFGRID3
* xyz 0 1
C -1.0136 -2.2932 0.1665
C -2.2933 -1.8386 -0.0760
C -1.5090 0.4525 -0.2074
C -0.2113 0.0100 0.0468
C 0.9909 0.8021 0.1500
C 0.0218 -1.3726 0.2174
C -2.5264 -0.4768 -0.2683
C 1.9981 -0.0527 0.3569
C 1.0599 2.2836 0.0588
O 3.7490 0.4336 0.5725
S 1.7110 -1.7246 0.4826
Cl -4.1371 0.0556 -0.6008
Cl 4.5708 0.1301 -0.8334
H -0.8177 -3.3425 0.3053
H -3.1153 -2.5351 -0.1254
H -1.7080 1.4997 -0.3614
H 2.0174 2.6296 0.4426
H 0.9526 2.6093 -0.9737
H 0.2602 2.7301 0.6470
*
```



4.
C9H6N2O5Sn as an isolated structure, computed with wB97M-V/def2-TZVPD.

Its total energy is -28460.200 eV. As for the HOMO-LUMO gap: 7.99 eV. The calculation puts the molar mass at 340.9 Da.

Geometry as ORCA input:
```
! wB97M-V def2-TZVPD RIJCOSX def2/J DEFGRID3
* xyz 2 1
O 0.0462 5.3651 -2.6540
C 0.0086 4.2573 -2.3749
Sn -0.0105 -0.6393 -1.3634
O 0.0074 -0.1202 -5.2932
C -0.0026 -0.2503 -4.1667
C -0.0112 -3.0398 -1.5467
O -0.0138 -4.1677 -1.7621
C -2.4529 -0.1279 -1.4144
O -3.5698 -0.2623 -1.2116
C 2.4277 -0.1309 -1.4192
O 3.5441 -0.2516 -1.1942
C -0.0601 1.7262 1.3672
C -0.0179 0.2882 1.6953
N 0.0177 -0.7658 0.8741
C 0.0637 -1.9247 1.6869
C 0.0563 -1.5342 2.9824
N 0.0073 -0.1467 2.9696
H -0.9580 2.1728 1.8265
H 0.8022 2.2297 1.8357
H -0.0559 1.8812 0.2764
H 0.0975 -2.9058 1.2377
H 0.0867 -2.1438 3.8904
H -0.0128 0.4905 3.7580
*
```



5.
A 2-piece molecular cluster, C9H6N4O2 overall, computed with wB97M-V/def2-TZVPD.

Its total energy is -19480.969 eV. As for the HOMO-LUMO gap (spin up / spin down): 7.78 / 7.03 eV. The calculation puts the molar mass at 202.2 Da.

Geometry as ORCA input:
```
! wB97M-V def2-TZVPD RIJCOSX def2/J DEFGRID3
* xyz 0 1
C 0.2928 3.0875 1.3204
C -0.9013 -2.6435 -1.3970
C -0.5749 -1.5468 -2.1923
C -1.0197 -2.5326 -0.0234
C -0.3462 -0.2957 -1.6465
C -0.5155 0.3491 1.8702
C -0.7975 -1.2869 0.5403
C -0.4556 -0.1833 -0.2731
C 0.1761 2.1223 0.3193
N 0.4146 3.8784 2.1464
N -0.8315 -0.8940 1.8604
N -0.2786 0.8766 0.6024
N 2.3903 1.3969 0.5206
O 3.2936 2.1253 0.2838
O 2.2678 0.2600 0.8400
H -1.0587 -3.5999 -1.8692
H -0.4959 -1.6770 -3.2609
H -1.2642 -3.3789 0.5977
H -0.0917 0.5469 -2.2730
H -0.4363 0.9625 2.7468
H 0.2324 2.4329 -0.7130
*
```



6.
One molecule with the formula C9H6O2, computed with wB97M-V/def2-TZVPD.

Its total energy is -13524.607 eV. As for the HOMO-LUMO gap: 8.53 eV. As for the structure (SMILES): O=C1Cc2ccccc2C1=O. The calculation puts the molar mass at 146.1 Da.

Geometry as ORCA input:
```
! wB97M-V def2-TZVPD RIJCOSX def2/J DEFGRID3
* xyz 0 1
O 3.1310 -0.5424 0.0036
C 1.9245 -0.4598 0.0167
C 0.9599 -1.6187 0.0716
C -0.4050 -0.8824 0.0143
C -1.6801 -1.4306 -0.0914
C -2.7542 -0.5422 -0.0812
C -2.6029 0.8534 0.0838
C -1.3388 1.3675 0.0090
C -0.2354 0.5039 -0.0206
C 1.1702 0.9068 0.0124
O 1.5994 2.0191 -0.0587
H 1.0862 -2.2363 0.9343
H 1.0462 -2.2812 -0.8055
H -1.8626 -2.4881 -0.0865
H -3.7629 -0.9996 0.0604
H -3.4537 1.5282 0.3155
H -1.1256 2.4746 -0.0648
*
```



7.
One molecule with the formula C9H6O2, computed with wB97M-V/def2-TZVPD.

Its total energy is -13519.546 eV. As for the HOMO-LUMO gap: 7.48 eV. As for the structure (SMILES): O=Cc1ccc2ccocc1-2. The calculation puts the molar mass at 146.1 Da.

Geometry as ORCA input:
```
! wB97M-V def2-TZVPD RIJCOSX def2/J DEFGRID3
* xyz 0 1
O -1.5895 -1.6344 -2.1887
C -0.9457 -2.2191 -1.2450
C -0.1262 -1.5153 -0.3623
C 0.9277 -1.6879 0.5434
C 1.2160 -0.5646 1.1943
C 0.4979 0.3414 0.7086
C 0.4388 1.7544 1.0864
C -0.2029 2.5547 0.2857
O -0.9209 2.1641 -0.7366
C -0.7117 0.8235 -1.2382
C -0.2076 -0.0255 -0.4121
H -0.8516 -3.3724 -0.8928
H 1.3445 -2.7547 0.8992
H 1.9911 -0.4031 1.9872
H 0.5977 2.1940 2.2940
H -0.0171 3.7347 0.1997
H -1.4403 0.6102 -2.1228
*
```



8.
One molecule with the formula C9H7ClF3IO, computed with wB97M-V/def2-TZVPD.

Its total energy is -40268.607 eV. As for the HOMO-LUMO gap: 9.23 eV. As for the structure (SMILES): Cc1ccccc1[C@](F)(I)OC(F)(F)Cl. The calculation puts the molar mass at 350.5 Da.

Geometry as ORCA input:
```
! wB97M-V def2-TZVPD RIJCOSX def2/J DEFGRID3
* xyz 0 1
C -1.0694 0.8075 1.9914
C -1.0542 0.3378 0.5979
C -2.2651 -0.1874 0.0015
C -2.3404 -0.3534 -1.3831
C -1.2677 -0.1603 -2.2731
C -0.0596 0.3016 -1.6701
C 0.0175 0.5384 -0.3062
C 1.4894 0.7267 0.1160
F 1.5965 0.8891 1.4719
I 2.4063 2.5427 -0.7048
O 2.3492 -0.2574 -0.2959
C 2.4341 -1.4163 0.3593
F 1.1698 -1.8405 0.6699
F 3.1278 -1.4067 1.4951
Cl 3.4159 -2.5490 -0.6285
H -0.3179 0.3371 2.5675
H -0.8441 1.8146 2.0667
H -2.0029 0.7022 2.4430
H -3.0195 -0.3893 0.7373
H -3.2442 -0.8498 -1.6309
H -1.2733 -0.2010 -3.3643
H 0.7518 0.6132 -2.2606
*
```



9.
C9H7ClO3Pb as an isolated structure, computed with wB97M-V/def2-TZVPD.

Its total energy is -33332.014 eV. As for the HOMO-LUMO gap (spin up / spin down): 7.43 / 6.14 eV. The calculation puts the molar mass at 405.8 Da.

Geometry as ORCA input:
```
! wB97M-V def2-TZVPD RIJCOSX def2/J DEFGRID3
* xyz 2 1
Cl 2.5241 0.5076 -3.6622
C -1.6016 0.9939 0.4025
C -1.6993 -0.1539 1.2506
C -1.3628 -1.3282 0.4816
H -1.9735 -0.1630 2.3440
C -1.0730 -0.8800 -0.8896
C -1.2123 0.5700 -0.9121
H -0.9892 1.2047 -1.8153
H -1.7977 2.0644 0.7037
H -1.2803 -2.3931 0.8325
C -0.6250 -1.7656 -2.0351
Pb 0.7180 -0.2087 0.4610
C 0.8782 1.3951 2.3756
C 2.0883 1.3348 -0.3462
O 0.9576 2.1434 3.2979
O 2.8529 1.9965 -0.7762
H -0.1035 -2.6538 -1.6566
H 0.0328 -1.2078 -2.7154
H -1.5398 -2.0715 -2.5536
O 3.0361 0.3475 2.9973
C 2.1703 0.2677 2.2160
*
```



10.
One molecule with the formula C9H7N, computed with wB97M-V/def2-TZVPD.

Its total energy is -10926.511 eV. As for the HOMO-LUMO gap (spin up / spin down): 6.93 / 6.93 eV. The calculation puts the molar mass at 129.2 Da.

Geometry as ORCA input:
```
! wB97M-V def2-TZVPD RIJCOSX def2/J DEFGRID3
* xyz 0 1
C 0.3902 0.5780 -1.7853
C 0.8649 0.6777 -0.4074
C 1.3077 -0.4480 0.3129
C -0.8937 0.7504 -1.0623
C 0.3412 -1.4689 0.2617
C 1.7077 -1.7902 -0.1933
C -1.5524 -0.4558 -0.5022
C -0.3962 1.3215 0.1286
C -0.6915 1.8035 1.4710
N -0.8361 -1.4950 -0.1880
H 0.6804 -0.2052 -2.4785
H 1.6718 -2.0580 -1.1875
H 2.3393 -2.3749 0.4478
H -2.5888 -0.6574 -0.4001
H -1.2114 2.7169 1.4356
H 0.2309 1.9706 2.1247
H -1.3640 1.1348 2.0224
*
```



11.
C9H7N2O5STc as an isolated structure, computed with wB97M-V/def2-TZVPD.

Its total energy is -35660.584 eV. As for the HOMO-LUMO gap (spin up / spin down): 5.75 / 5.94 eV. The calculation puts the molar mass at 353.2 Da.

Geometry as ORCA input:
```
! wB97M-V def2-TZVPD RIJCOSX def2/J DEFGRID3
* xyz 3 4
O 1.6049 0.4971 -3.6074
C 1.1897 0.1299 -2.5645
Tc 0.2121 2.5718 -0.0360
C -1.4249 1.9855 0.7264
O -2.4512 1.6841 1.2017
C -0.1577 4.3332 0.5583
O -0.4391 5.4136 0.8330
C -0.7178 2.7603 -1.7223
O -1.4323 2.9145 -2.6228
C 1.1910 1.6159 1.3135
O 1.6274 1.0685 2.2480
H 1.3644 0.1704 -1.4031
C -1.5256 -1.6213 1.4793
N -0.4054 -1.9592 0.6247
C 0.6473 -2.8142 0.9443
C 1.6092 -2.6908 -0.0100
N 1.0377 -1.8637 -0.9662
C -0.1736 -1.3650 -0.5754
S -0.9684 -0.0122 -1.3585
H -1.4045 -0.6299 1.9323
H -2.4422 -1.6155 0.8890
H -1.6449 -2.4150 2.2149
H 0.6284 -3.4218 1.8149
H 2.6184 -3.0814 -0.0499
H 1.4570 -1.6548 -1.8641
*
```



12.
One molecule with the formula C9H7N3, computed with wB97M-V/def2-TZVPD.

Its total energy is -13915.346 eV. As for the HOMO-LUMO gap: 9.65 eV. As for the structure (SMILES): c1cc(-c2ccncn2)ccn1. The calculation puts the molar mass at 157.2 Da.

Geometry as ORCA input:
```
! wB97M-V def2-TZVPD RIJCOSX def2/J DEFGRID3
* xyz 0 1
C -2.3026 0.1179 -1.6666
C -1.0110 -0.0620 -1.2038
C -0.6526 0.2660 0.0500
C 0.7327 -0.0031 0.4116
C 1.2541 -1.1792 -0.1409
C 2.6330 -1.5605 0.1998
N 3.4004 -0.7279 1.0201
C 2.8005 0.3881 1.2965
N 1.5681 0.8505 1.0912
C -1.6684 0.7636 0.8472
C -2.8353 1.1841 0.2092
N -3.1833 0.8589 -1.0427
H -2.5437 -0.1431 -2.6901
H -0.2964 -0.3419 -1.9429
H 0.4589 -1.8722 -0.5149
H 3.2627 -2.3541 -0.2349
H 3.4449 1.1479 1.7002
H -1.4352 1.0388 1.8685
H -3.6267 1.6282 0.7425
*
```